(1)
The following is a DFT calculation (ωB97M-V with the def2-TZVPD basis set) of 7 unconnected molecules or ions with the total composition C38H67BClI2N2O17S6.

Last column: Löwdin charge in e.
Element x y z (Å)
C  -0.415  -4.443  -2.648  -0.05
C  0.794  -3.887  -1.847  -0.25
O  0.656  -2.520  -1.524  -0.13
C  1.328  -1.628  -2.401  -0.19
C  0.321  -0.625  -2.961  -0.13
O  -0.139  -1.099  -4.232  -0.13
C  -1.441  -0.612  -4.561  -0.11
C  -2.360  -1.820  -4.487  -0.04
C  -2.186  -2.717  -5.544  -0.04
B  -1.091  -2.489  -6.693  -0.72
O  0.221  -2.809  -6.533  0.20
O  -1.543  -1.949  -7.887  0.16
C  -2.954  -3.877  -5.587  -0.51
I  -2.713  -5.252  -7.149  1.19
C  -3.872  -4.075  -4.591  -0.39
O  -4.656  -5.222  -4.602  -0.05
C  -3.994  -6.250  -4.112  -0.37
N  -3.495  -7.227  -3.770  0.24
N  -4.041  -3.209  -3.577  -0.25
I  -5.516  -3.761  -2.207  1.25
C  -3.293  -2.076  -3.473  -0.22
C  -3.466  -1.127  -2.294  -0.64
Cl  -3.031  -1.941  -0.754  0.65
C  -4.849  -0.422  -2.245  -0.29
C  -4.655  1.015  -1.692  -0.07
H  -0.109  -4.816  -3.629  0.08
H  -0.852  -5.298  -2.125  0.07
H  -1.172  -3.664  -2.748  0.04
H  1.716  -4.105  -2.389  0.11
H  0.844  -4.440  -0.906  0.12
H  2.148  -1.121  -1.911  0.11
H  1.768  -2.144  -3.259  0.12
H  0.819  0.347  -3.063  0.14
H  -0.508  -0.511  -2.257  0.11
H  -1.740  0.233  -3.940  0.13
H  -1.356  -0.225  -5.581  0.14
H  0.572  -2.271  -5.800  0.11
H  -1.811  -1.030  -7.779  0.11
H  -2.733  -0.330  -2.376  0.07
H  -5.143  -0.307  -3.295  0.12
H  -5.595  -0.967  -1.680  0.04
H  -4.096  0.921  -0.761  0.07
H  -5.628  1.480  -1.554  0.08
H  -4.064  1.532  -2.447  0.08
C  -6.861  -9.658  -5.134  -0.22
C  -5.331  -9.557  -5.061  -0.24
C  -4.763  -10.923  -5.464  -0.21
S  -5.970  -11.663  -6.573  0.66
O  -6.519  -12.833  -5.941  -0.31
O  -5.432  -11.707  -7.907  -0.32
C  -7.171  -10.339  -6.463  -0.23
H  -7.336  -8.679  -5.069  0.11
H  -7.231  -10.268  -4.307  0.12
H  -4.982  -8.793  -5.759  0.10
H  -4.992  -9.271  -4.068  0.09
H  -3.813  -10.834  -5.986  0.10
H  -4.652  -11.582  -4.606  0.11
H  -8.175  -10.755  -6.516  0.11
H  -6.999  -9.667  -7.303  0.11
C  6.730  -3.969  -1.480  -0.22
C  7.192  -2.696  -0.760  -0.21
C  5.993  -1.740  -0.702  -0.21
S  4.528  -2.777  -0.703  0.68
O  3.791  -2.535  -1.925  -0.33
O  3.883  -2.706  0.583  -0.32
C  5.389  -4.338  -0.853  -0.23
H  7.452  -4.778  -1.378  0.12
H  6.600  -3.766  -2.545  0.12
H  7.512  -2.946  0.253  0.12
H  8.038  -2.232  -1.264  0.12
H  5.993  -1.132  0.199  0.10
H  5.947  -1.098  -1.580  0.11
H  4.799  -5.023  -1.458  0.11
H  5.517  -4.740  0.152  0.11
C  -2.300  3.980  1.351  -0.22
C  -1.252  3.147  2.108  -0.21
C  -0.474  2.332  1.069  -0.22
S  -0.537  3.279  -0.447  0.66
O  -1.295  2.524  -1.428  -0.36
O  0.767  3.807  -0.750  -0.31
C  -1.563  4.606  0.168  -0.23
H  -2.751  4.740  1.987  0.11
H  -3.098  3.327  0.988  0.11
H  -0.567  3.812  2.637  0.12
H  -1.711  2.496  2.850  0.12
H  0.563  2.187  1.362  0.06
H  -0.943  1.367  0.878  0.10
H  -2.224  4.959  -0.621  0.11
H  -0.902  5.409  0.491  0.11
C  4.194  -0.525  4.301  -0.22
C  4.377  0.790  5.073  -0.20
C  4.043  1.936  4.113  -0.22
S  2.870  1.272  2.933  0.69
O  3.476  1.259  1.623  -0.32
O  1.569  1.872  3.157  -0.34
C  2.860  -0.398  3.574  -0.22
H  4.205  -1.390  4.963  0.12
H  5.002  -0.644  3.576  0.12
H  3.692  0.813  5.924  0.12
H  5.387  0.892  5.465  0.12
H  3.596  2.778  4.631  0.06
H  4.922  2.265  3.560  0.11
H  2.742  -1.104  2.753  0.10
H  2.023  -0.481  4.267  0.11
C  3.363  7.292  5.867  -0.23
C  3.253  7.378  7.393  -0.22
C  3.580  5.989  7.953  -0.20
S  4.686  5.218  6.767  0.68
O  4.016  4.076  6.185  -0.33
O  6.005  5.096  7.333  -0.32
C  4.668  6.556  5.580  -0.22
H  3.354  8.279  5.404  0.12
H  2.520  6.725  5.471  0.10
H  3.977  8.105  7.769  0.12
H  2.272  7.701  7.708  0.08
H  4.080  6.041  8.917  0.10
H  2.689  5.368  8.031  0.11
H  4.728  6.150  4.573  0.11
H  5.534  7.185  5.783  0.11
C  -1.074  9.927  4.261  -0.22
C  -0.592  10.713  5.487  -0.21
C  -0.830  9.832  6.720  -0.21
S  -0.746  8.132  6.144  0.68
O  -2.041  7.523  6.298  -0.31
O  0.447  7.504  6.664  -0.33
C  -0.499  8.522  4.415  -0.23
H  -0.749  10.390  3.330  0.12
H  -2.165  9.885  4.254  0.12
H  0.475  10.926  5.387  0.12
H  -1.107  11.667  5.584  0.12
H  -0.073  9.983  7.486  0.10
H  -1.821  9.988  7.143  0.11
H  -0.999  7.777  3.800  0.10
H  0.574  8.510  4.222  0.10

Results
- Highest occupied orbital energy: -0.42187 Ha
- Charge: +1

(2)
The following is a DFT calculation (ωB97M-V with the def2-TZVPD basis set) of 7 unconnected molecules or ions with the total composition C38H68F6N6P.

Last column: Löwdin charge in e.
Element x y z (Å)
C  -1.686  -3.404  -4.576  -0.07
C  -1.585  -1.943  -5.232  -0.22
C  -0.227  -1.257  -4.926  -0.16
C  -0.118  0.072  -5.710  -0.06
N  1.069  1.095  -5.311  -0.17
C  0.840  1.399  -3.770  -0.10
C  0.917  2.883  -3.581  -0.15
C  0.316  3.383  -4.928  -0.15
C  0.810  2.431  -6.003  -0.10
C  2.487  0.553  -5.499  -0.10
C  2.823  0.189  -6.956  -0.23
C  4.272  -0.142  -7.204  -0.09
H  -1.422  -3.313  -3.523  0.05
H  -0.851  -4.024  -4.901  0.07
H  -2.722  -3.724  -4.691  0.07
H  -2.446  -1.355  -4.915  0.09
H  -1.799  -2.002  -6.299  0.10
H  0.662  -1.885  -4.967  0.11
H  -0.335  -1.014  -3.869  0.08
H  -0.899  0.825  -5.607  0.12
H  -0.046  0.064  -6.797  0.12
H  1.486  0.886  -3.057  0.12
H  -0.181  1.121  -3.508  0.12
H  1.895  3.338  -3.423  0.12
H  0.344  3.127  -2.686  0.12
H  0.436  4.455  -5.085  0.12
H  -0.759  3.286  -4.777  0.11
H  1.779  2.824  -6.310  0.13
H  0.040  2.357  -6.771  0.13
H  2.479  -0.232  -4.742  0.11
H  3.141  1.357  -5.160  0.13
H  2.632  1.029  -7.623  0.11
H  2.110  -0.590  -7.225  0.11
H  4.561  -1.140  -6.875  0.08
H  4.949  0.576  -6.740  0.08
H  4.453  -0.051  -8.275  0.08
C  -1.629  -1.484  5.707  -0.10
C  -0.209  -1.980  5.504  -0.24
C  0.713  -0.922  5.942  -0.21
C  1.023  0.077  4.825  -0.14
N  2.055  1.130  5.057  -0.15
C  1.717  1.944  6.357  -0.07
C  1.058  3.258  6.025  -0.16
C  1.375  3.497  4.587  -0.16
C  2.004  2.262  3.955  -0.04
C  3.457  0.459  5.141  -0.10
C  3.830  -0.368  3.882  -0.20
C  5.382  -0.711  3.709  -0.06
H  -2.007  -0.701  5.051  0.05
H  -1.805  -1.225  6.751  0.08
H  -2.341  -2.240  5.376  0.08
H  -0.093  -2.309  4.471  0.12
H  -0.159  -2.913  6.064  0.12
H  1.686  -1.372  6.136  0.11
H  0.496  -0.372  6.858  0.11
H  0.056  0.560  4.692  0.12
H  1.358  -0.527  3.981  0.11
H  2.659  2.203  6.840  0.13
H  1.308  1.359  7.181  0.12
H  1.510  4.099  6.551  0.12
H  -0.015  3.318  6.207  0.11
H  2.077  4.331  4.585  0.12
H  0.467  3.795  4.063  0.11
H  3.026  2.472  3.640  0.13
H  1.491  1.927  3.054  0.11
H  3.561  -0.098  6.072  0.13
H  4.116  1.309  5.323  0.12
H  3.480  0.026  2.927  0.11
H  3.375  -1.353  3.981  0.10
H  5.958  0.176  3.443  0.07
H  5.485  -1.510  2.974  0.08
H  5.725  -1.049  4.687  0.07
P  0.159  -0.408  0.129  0.30
F  0.625  0.092  1.653  -0.20
F  1.490  -1.454  0.149  -0.20
F  -0.734  -1.602  0.784  -0.15
F  -0.231  -0.930  -1.412  -0.21
F  -1.096  0.628  0.252  -0.16
F  1.080  0.656  -0.625  -0.14
N  -3.006  2.174  2.370  0.02
C  -4.099  2.386  3.087  -0.20
C  -3.809  2.412  4.438  -0.03
C  -2.371  2.018  4.464  -0.09
C  -1.988  2.039  3.194  -0.20
H  -3.116  1.951  1.391  0.16
H  -5.104  2.459  2.697  0.13
H  -4.486  2.459  5.277  0.09
H  -1.691  1.953  5.301  0.07
H  -1.057  1.954  2.653  0.11
N  -4.826  -0.522  2.582  0.00
C  -5.903  -1.149  3.232  -0.10
C  -5.808  -2.518  2.943  -0.12
C  -4.516  -2.729  2.503  -0.12
C  -3.957  -1.468  2.119  -0.12
H  -4.589  0.455  2.484  0.07
H  -6.621  -0.533  3.754  0.10
H  -6.505  -3.305  3.190  0.09
H  -3.996  -3.675  2.453  0.09
H  -2.976  -1.121  1.831  0.08
N  2.050  -2.439  -2.218  0.00
C  3.355  -2.078  -2.559  -0.12
C  3.872  -3.172  -3.312  -0.11
C  2.841  -4.127  -3.476  -0.12
C  1.773  -3.705  -2.706  -0.13
H  1.326  -1.901  -1.763  0.07
H  3.755  -1.138  -2.209  0.10
H  4.884  -3.266  -3.677  0.08
H  2.729  -4.996  -4.107  0.09
H  0.769  -4.066  -2.537  0.10
N  -3.084  -0.280  -1.916  0.00
C  -3.979  -1.164  -2.459  -0.10
C  -4.929  -0.327  -2.996  -0.13
C  -4.653  0.981  -2.679  -0.12
C  -3.420  0.986  -2.086  -0.18
H  -2.214  -0.539  -1.472  0.09
H  -3.821  -2.232  -2.489  0.11
H  -5.737  -0.662  -3.629  0.10
H  -5.241  1.865  -2.876  0.10
H  -2.763  1.795  -1.803  0.10

Results
- Highest occupied orbital energy: -0.32946 Ha
- Charge: +1

So what do the calculations give for energy? Going down the list: -6345.9771, -2757.6647 Eh.
So what do the calculations give for orbital gap? Going down the list: 0.247, 0.267 Eh.
So what do the calculations give for max |F|? Going down the list: 0.027, 0.083 hartree/bohr.